DFT (ωB97M-V/def2-TZVPD) results for a cluster of 6 separate species, C14H40Cl4O16P4 in total at a distorted geometry.

- highest occupied orbital energy (eV) = -10.219
- frontier orbital gap (eV) = 10.380
- relative energy (zero: lowest compared OMol25 entry of this formula, charge and spin) (kJ/mol) = 2.8
- E_tot (eV) = -135179.6006
- SMILES = COP(=O)(OC)OC.COP(=O)(OC)OC.COP(=O)(OC)OC.COP(=O)(OC)OC.ClCCl.ClCCl

```
! RIJCOSX wB97M-V def2-TZVPD def2/J DEFGRID3
* xyz 0 1
C -2.56832 2.02665 -0.96146
O -3.25033 2.52196 -2.11670
P -3.41912 4.10182 -2.24898
O -3.70357 4.74561 -0.96017
O -2.06891 4.55049 -2.95966
C -0.87322 4.81245 -2.21177
O -4.58820 4.27542 -3.31310
C -4.65547 3.54388 -4.50720
H -1.49853 1.89832 -1.15305
H -2.96128 1.03754 -0.74823
H -2.60720 2.71122 -0.11706
H -1.02394 4.70438 -1.14002
H -0.46072 5.80063 -2.40702
H -0.16376 4.08341 -2.60674
H -5.65042 3.16400 -4.73370
H -4.06265 2.61734 -4.53994
H -4.23450 4.06906 -5.36832
C -0.66709 -2.23201 -0.87461
O -0.81280 -1.91949 0.50710
P 0.21775 -0.95695 1.26503
O 1.62740 -1.34874 1.20130
O -0.47397 -0.88170 2.70724
C -1.06290 -2.03330 3.28501
O 0.03162 0.48339 0.54642
C 0.71504 1.58929 1.14640
H 0.02382 -1.50260 -1.31178
H -1.55677 -2.05918 -1.47951
H -0.26246 -3.23273 -0.99092
H -1.86427 -1.74582 3.96545
H -0.41801 -2.68774 3.87428
H -1.55143 -2.74185 2.61401
H 0.13733 2.46836 0.86090
H 1.69487 1.65818 0.64945
H 1.01173 1.54964 2.19645
C 2.75795 2.19360 7.68783
O 2.76659 1.16777 6.68799
P 2.16114 1.31511 5.23566
O 2.78352 2.32599 4.35315
O 0.56403 1.43262 5.49033
C -0.18876 2.32485 4.67669
O 2.29707 -0.15933 4.63186
C 1.68448 -1.28057 5.28279
H 3.61354 2.84232 7.50967
H 2.85151 1.66037 8.63032
H 1.84000 2.78079 7.70562
H -0.95861 2.83623 5.25694
H -0.75674 1.83720 3.87972
H 0.47369 3.06267 4.22348
H 2.36175 -1.87269 5.89401
H 1.41639 -1.86673 4.40455
H 0.77845 -0.94842 5.78616
C -1.34007 -3.14060 -7.19873
O -1.18917 -4.52647 -6.89228
P -0.93787 -5.00378 -5.38721
O -1.25114 -6.39888 -5.08672
O 0.59705 -4.63982 -5.16284
C 1.17671 -4.54213 -3.86967
O -1.72919 -3.96440 -4.46514
C -3.15438 -3.88800 -4.59896
H -1.43402 -2.47512 -6.34107
H -2.11927 -2.94958 -7.92920
H -0.39100 -2.83535 -7.64796
H 1.64101 -3.55368 -3.85404
H 2.06099 -5.18689 -3.84249
H 0.67905 -4.74849 -2.92461
H -3.48531 -4.65294 -5.30927
H -3.49875 -2.89562 -4.87492
H -3.58528 -4.23194 -3.65621
Cl 4.31166 -1.45304 0.30720
C 4.56670 -3.06956 0.98191
Cl 5.12048 -2.91325 2.66159
H 3.61262 -3.58683 1.01107
H 5.26116 -3.64896 0.38413
Cl 2.92715 5.15699 1.01977
C 3.91151 3.89047 1.81578
Cl 4.99348 3.12192 0.62849
H 4.54826 4.28639 2.59704
H 3.26191 3.12689 2.22845
*
```

---

DFT (ωB97M-V/def2-TZVPD) results for a cluster of 6 separate species, C14H40N2O6 in total at a distorted geometry.

- highest occupied orbital energy (eV) = -6.824
- frontier orbital gap (eV) = 7.045
- relative energy (zero: lowest compared OMol25 entry of this formula, charge and spin) (kJ/mol) = 979.4
- E_tot (eV) = -30419.3432

```
! RIJCOSX wB97M-V def2-TZVPD def2/J DEFGRID3
* xyz 0 1
C 1.41137 -0.95302 0.21719
O 1.13037 0.47998 0.24419
H 0.62137 -1.63102 0.59419
H 2.31837 -1.17302 0.78319
H 1.53037 -1.28902 -0.84581
H 1.87337 1.01398 -0.09781
C -2.10363 0.92698 0.41619
O -1.69563 -0.38302 0.21619
N -1.10663 1.73598 0.58119
N -2.51363 1.45898 1.51019
H -0.97563 2.18998 -0.40081
H -0.26163 1.01798 0.44319
H -3.54063 1.62398 1.18719
H -2.92463 0.61098 2.00119
C 4.81337 2.77698 -0.05981
C 3.61537 2.71898 -0.95681
C 3.49937 1.45898 -1.79781
O 2.49637 2.96998 -0.40481
H 4.76937 2.03098 0.76719
H 4.80237 3.72698 0.43819
H 5.66437 2.70998 -0.69381
H 3.76037 3.55398 -1.61181
H 3.45337 0.51898 -1.18581
H 4.30737 1.32098 -2.54681
H 2.60237 1.41398 -2.37081
H 2.58037 3.26198 0.52719
C -0.97263 -1.20002 5.54419
C 0.21637 -0.61102 4.84619
C 0.35237 -1.13302 3.41619
O 0.16137 0.65998 4.71419
H -1.90763 -0.92202 5.07519
H -1.18663 -0.79702 6.53819
H -0.86763 -2.27402 5.72419
H 1.08537 -0.74802 5.48419
H 1.27237 -0.98002 2.89919
H -0.53363 -0.75302 2.85819
H 0.22837 -2.19702 3.40619
H 0.63837 1.05498 5.43919
C -0.72263 0.35998 -2.55081
C -0.45763 1.80798 -2.80381
C -1.23463 2.27498 -4.00481
O -0.64863 2.61298 -1.85581
H -0.11963 -0.04602 -1.71581
H -0.54563 -0.26102 -3.40081
H -1.74563 0.13498 -2.21481
H 0.65837 1.90598 -3.01381
H -0.92163 3.24498 -4.29281
H -2.29963 2.01698 -4.10781
H -0.81863 1.70698 -4.86481
H -0.42863 3.52498 -2.13281
C -3.61563 -4.42702 -1.23981
C -2.65063 -3.32902 -1.53981
C -1.31263 -3.36902 -0.88481
O -2.35863 -3.20502 -2.76881
H -4.60763 -4.09602 -1.45081
H -3.59463 -4.73902 -0.17081
H -3.37963 -5.31502 -1.79781
H -3.09363 -2.41302 -1.12481
H -0.73963 -2.47202 -1.08881
H -0.73163 -4.28002 -1.21481
H -1.46563 -3.35602 0.16019
H -1.77963 -2.47502 -2.81981
*
```

---

DFT (ωB97M-V/def2-TZVPD) results for a cluster of 6 separate species, C14H40O6 in total at a distorted geometry.

- highest occupied orbital energy (eV) = -8.960
- frontier orbital gap (eV) = 9.326
- relative energy (zero: lowest compared OMol25 entry of this formula, charge and spin) (kJ/mol) = 245.6
- E_tot (eV) = -27449.5585
- SMILES = CC(C)O.CC(C)O.CC(C)O.CC(C)O.CO.CO

```
! RIJCOSX wB97M-V def2-TZVPD def2/J DEFGRID3
* xyz 0 1
C -2.24053 1.58736 2.25673
C -3.40722 2.43874 2.72755
C -4.60216 1.57488 3.14258
O -2.87181 3.01888 3.91005
H -2.72676 1.05176 1.44136
H -1.93089 0.88167 3.02759
H -1.43058 2.21419 1.88365
H -3.62586 3.19619 1.97485
H -4.40091 0.77271 3.85260
H -5.12923 1.14591 2.29036
H -5.38513 2.22710 3.52945
H -3.39930 3.80466 4.07095
C 4.02523 0.62712 1.68688
C 4.92844 0.04112 0.56878
C 6.37140 -0.28614 1.06968
O 4.32451 -1.11009 0.16297
H 4.11273 -0.04576 2.53991
H 2.99346 0.87395 1.43663
H 4.45967 1.55916 2.04834
H 4.91889 0.75619 -0.25383
H 6.33841 -1.00373 1.88948
H 6.87896 0.58294 1.48820
H 7.01890 -0.63952 0.26719
H 3.41048 -0.96995 -0.09493
C 0.52005 0.99698 -0.19435
C 0.63498 -0.24070 -1.15169
C 0.70743 0.14111 -2.63732
O 1.78647 -1.07589 -0.84312
H -0.44283 1.46457 -0.40007
H 1.29539 1.73220 -0.40972
H 0.59901 0.85615 0.88363
H -0.21183 -0.90760 -0.98959
H 0.63685 -0.70379 -3.32234
H 1.64728 0.65296 -2.84418
H -0.01914 0.89760 -2.93385
H 1.77470 -1.84570 -1.41658
C -4.28775 -0.85470 -1.59019
C -4.33802 -0.24382 -3.02839
C -2.94338 0.16598 -3.56032
O -4.99978 -1.19317 -3.80748
H -3.90858 -0.11870 -0.88121
H -3.77505 -1.81657 -1.58475
H -5.29660 -0.98247 -1.19777
H -4.94711 0.64881 -2.88584
H -2.47806 0.91443 -2.91891
H -2.91258 0.57264 -4.57115
H -2.23343 -0.65808 -3.48967
H -4.66488 -2.08368 -3.67929
C 1.03641 -0.26595 3.60115
O 1.98450 0.20906 4.51475
H 0.33501 0.53371 3.36307
H 1.54289 -0.46436 2.65659
H 0.39392 -1.11454 3.83612
H 1.51736 0.81447 5.09516
C 2.26929 -3.19721 -3.65737
O 1.62653 -3.37816 -2.40710
H 2.52606 -2.14876 -3.80875
H 3.14827 -3.82473 -3.80476
H 1.56225 -3.50676 -4.42704
H 1.28368 -4.27468 -2.42473
*
```

---

DFT (ωB97M-V/def2-TZVPD) results for a cluster of 7 separate species, C14H41N13O10S in total at a distorted geometry.

- highest occupied orbital energy (eV) = -9.088
- frontier orbital gap (eV) = 9.364
- E_tot (eV) = -65867.4252

```
! RIJCOSX wB97M-V def2-TZVPD def2/J DEFGRID3
* xyz 0 1
C -0.82027 -2.13304 3.92697
O -0.11397 -3.24190 4.40002
C 0.12793 -4.19419 3.35755
C 1.32749 -3.72432 2.56191
C 1.70703 -4.61011 1.36539
C 0.53710 -5.05708 0.48317
O 0.71807 -4.55347 -0.86185
S -0.42796 -3.48257 -1.31691
O -0.81376 -2.68004 -0.18711
O 0.46057 -2.47285 -2.33188
N 0.71790 -1.19731 -1.73631
C 1.83732 -1.22606 -1.14261
C 2.97495 -2.06966 -1.60281
C 1.97815 -0.39642 0.09045
H -0.22013 -1.50859 3.26416
H -1.70010 -2.42086 3.35259
H -1.10745 -1.49779 4.75044
H -0.79334 -4.25594 2.78658
H 0.32838 -5.12327 3.86959
H 1.24907 -2.70225 2.21723
H 2.17058 -3.74820 3.24376
H 2.35415 -4.01555 0.73096
H 2.30871 -5.46182 1.64979
H 0.58913 -6.13418 0.39592
H -0.43318 -4.83517 0.89903
H 3.22666 -2.77797 -0.81953
H 3.84477 -1.44672 -1.76101
H 2.68910 -2.62575 -2.47952
H 2.58509 0.50000 -0.03513
H 2.45538 -1.03708 0.82607
H 0.98968 -0.16210 0.44680
C -3.34256 -6.46986 3.72865
O -2.15759 -6.74554 3.66174
N -3.94980 -6.13389 4.90709
N -4.16055 -6.47277 2.62940
H -4.92080 -5.90284 4.98701
H -3.37670 -6.12091 5.72895
H -3.74542 -6.71555 1.75099
H -5.13609 -6.24901 2.66118
C -2.73926 1.40314 -0.98728
O -3.69938 2.16691 -0.86269
N -2.85659 0.04633 -0.92371
N -1.47586 1.85627 -1.20023
H -2.07668 -0.58423 -1.02404
H -3.77185 -0.32897 -0.76981
H -1.35024 2.84974 -1.25711
H -0.67563 1.25671 -1.30162
C -2.10675 5.26559 1.35547
O -1.51333 5.90037 2.22297
N -2.78353 5.87232 0.33334
N -2.14249 3.90739 1.32612
H -3.27812 5.36807 -0.38505
H -2.78382 6.87360 0.31494
H -1.66245 3.41410 2.05386
H -2.62522 3.38502 0.61265
C -5.69076 3.97661 -3.52455
O -5.10163 4.58581 -2.65253
N -6.36079 4.61374 -4.54027
N -5.73473 2.61018 -3.56560
H -6.85280 4.13452 -5.26856
H -6.34772 5.61494 -4.53845
H -5.25109 2.11495 -2.83369
H -6.21458 2.09227 -4.27511
C 3.56253 3.61944 -0.01398
O 2.64915 2.86748 -0.34434
N 4.86151 3.17938 0.07459
N 3.37514 4.92521 0.28834
H 5.63187 3.76391 0.34075
H 5.03341 2.21616 -0.13988
H 2.44029 5.28418 0.24829
H 4.11605 5.54273 0.55871
C 6.71531 4.31250 -3.38510
O 6.79074 5.24907 -2.60888
N 7.41317 4.27901 -4.56365
N 5.92867 3.22071 -3.13812
H 7.36674 3.52123 -5.21627
H 7.99796 5.06531 -4.77104
H 5.40547 3.22342 -2.28021
H 5.84979 2.43748 -3.75695
*
```